(1)
The following is a DFT calculation (wB97M-V/def2-TZVPD) of a structure of composition C6H13N2O4S2 at a distorted geometry.

Values from the calculation:
Orbital gap = 11.2 eV
ΔE to the lowest compared entry with this formula, charge and spin = 0.00 kcal/mol
HOMO = -14.011 eV
Energy = -39265.7589 eV

The geometry in ORCA input format:
```
! RIJCOSX wB97M-V def2-TZVPD def2/J DEFGRID3
* xyz 1 1
C 0.9013 -0.3396 0.4221
C 2.0967 0.5615 0.5055
C 3.2784 -0.3884 0.2526
C 2.7130 -1.7882 0.5397
C -4.8202 -0.7048 0.3694
C -1.4121 1.9213 -1.2861
N 1.2835 -1.5939 0.4381
N -0.3624 -0.0367 0.3471
O -2.7350 -0.7262 -1.3083
O -2.4353 -1.8168 0.8591
O -2.6322 0.7018 0.7026
O -0.8518 2.2760 1.3035
S -3.0666 -0.8237 0.0728
S -1.2055 1.2742 0.3645
H 2.0502 1.3863 -0.2029
H 2.1230 0.9952 1.5085
H 3.6003 -0.3200 -0.7857
H 4.1330 -0.1607 0.8856
H 3.0503 -2.5323 -0.1843
H 2.9733 -2.1402 1.5428
H -5.0982 -1.4744 1.0793
H -5.0106 0.2774 0.7811
H -5.3358 -0.8349 -0.5739
H -1.9163 1.1537 -1.8655
H -2.0008 2.8291 -1.2149
H -0.4382 2.1419 -1.7078
H 0.6149 -2.3521 0.4577
*
```

Atom charges from the Löwdin analysis, given in e for atoms 1 to 5:
1. C -0.33
2. C -0.07
3. C -0.12
4. C -0.13
5. C -0.07

=====

(2)
The following is a DFT calculation (wB97M-V/def2-TZVPD) of a structure of composition H2N2O3 at a distorted geometry.

Values from the calculation:
Orbital gap (spin up / spin down) = 8.5 / 8.9 eV
ΔE to the lowest compared entry with this formula, charge and spin = 72.45 kcal/mol
HOMO (spin up / spin down) = -9.193 / -9.247 eV
Energy = -9147.0970 eV

The geometry in ORCA input format:
```
! RIJCOSX wB97M-V def2-TZVPD def2/J DEFGRID3
* xyz 0 1
N -1.4370 0.3986 -0.1916
N -0.3437 0.8318 0.1461
O -1.9827 -0.7020 -0.3091
O 1.7302 -0.7562 -0.1925
O 1.0766 -0.0456 0.7661
H -0.2311 1.8033 -0.0415
H 1.1876 -1.5298 -0.1774
*
```

Atom charges from the Löwdin analysis, given in e for atoms 1 to 5:
1. N -0.15
2. N 0.12
3. O 0.00
4. O -0.04
5. O -0.14

=====

(3)
The following is a DFT calculation (wB97M-V/def2-TZVPD) of a structure of composition C5H10N2O at a distorted geometry.

Values from the calculation:
Orbital gap (spin up / spin down) = 6.9 / 6.9 eV
ΔE to the lowest compared entry with this formula, charge and spin = 132.45 kcal/mol
HOMO (spin up / spin down) = -6.613 / -6.612 eV
Energy = -10369.5617 eV

The geometry in ORCA input format:
```
! RIJCOSX wB97M-V def2-TZVPD def2/J DEFGRID3
* xyz 0 1
C 1.0843 0.5588 0.8224
C -1.6254 0.3140 -0.2507
C 0.4969 -1.0126 -0.4924
C -0.1728 0.2134 -0.7521
N -2.0031 -0.4243 0.9409
C 0.2606 1.0289 -1.7875
O 1.0888 -0.1233 2.0244
N 1.1334 -2.0421 -0.4484
H 1.6872 -0.8782 1.9856
H 2.1086 -2.0955 -0.1403
H -1.4243 -0.1871 1.7373
H -1.9337 -1.4235 0.7930
H 0.5826 1.5084 0.9708
H 2.0505 0.6867 0.3285
H -2.2674 -0.0137 -1.0730
H -1.8276 1.3744 -0.0944
H 1.2343 0.9020 -2.2393
H -0.4729 1.6136 -2.3250
*
```

Atom charges from the Löwdin analysis, given in e for atoms 1 to 5:
1. C -0.13
2. C -0.23
3. C -0.11
4. C -0.46
5. N 0.01

=====

(4)
The following is a DFT calculation (wB97M-V/def2-TZVPD) of a structure of composition C19H18AsClMgN2O8S3Sb.

Values from the calculation:
Orbital gap (spin up / spin down) = 6.2 / 6.1 eV
ΔE to the lowest compared entry with this formula, charge and spin = 4.36 kcal/mol
HOMO (spin up / spin down) = -1.974 / -2.523 eV
Expectation value of S² = 0.7618
Energy = -157201.1243 eV

The geometry in ORCA input format:
```
! RIJCOSX wB97M-V def2-TZVPD def2/J DEFGRID3
* xyz -2 2
Mg -0.4174 -2.9543 1.9986
S -2.3044 -0.5465 6.7522
Sb -2.6490 -1.7078 4.8268
S -2.1997 -0.1388 3.0199
S -1.3990 -3.5858 4.3468
N 1.0826 -2.7241 0.2546
N 2.0306 -1.7581 0.6543
C 2.0755 -1.4371 2.0495
O 3.0837 -0.8196 2.4056
O 1.0743 -1.7921 2.7281
H 1.5019 -3.6358 0.0957
H 0.6437 -2.4178 -0.6079
H 2.9536 -1.8582 0.2547
O -2.7509 -1.0286 1.7430
O -1.6897 -1.7072 1.0241
O 0.4272 -5.7032 -0.2327
Cl -0.2070 -5.6625 1.0612
O -0.5902 -6.9770 1.4660
O 0.7045 -5.0537 2.0236
O -1.3597 -4.7684 1.0164
C -3.8437 3.4777 -0.1636
C -3.8818 2.1324 -0.5038
C -2.7322 1.3586 -0.4393
C -1.5145 1.9184 -0.0532
C -1.4940 3.2632 0.3121
C -2.6461 4.0381 0.2543
As 0.0481 0.7379 0.2008
C 1.4696 2.0791 -0.0829
C 1.4127 3.1425 -0.9857
C 2.4792 4.0182 -1.1243
C 3.6288 3.8364 -0.3619
C 3.7020 2.7770 0.5293
C 2.6282 1.9015 0.6707
C 0.0902 -0.0625 -1.6049
C -0.8518 -1.0540 -1.9010
C -0.8220 -1.7196 -3.1203
C 0.1561 -1.4225 -4.0595
C 1.1104 -0.4596 -3.7652
C 1.0787 0.2126 -2.5488
H -4.7450 4.0781 -0.2026
H -4.8169 1.6718 -0.7993
H -2.7944 0.3006 -0.6553
H -0.5743 3.7173 0.6578
H -2.6047 5.0806 0.5487
H 0.5216 3.2832 -1.5878
H 2.4170 4.8406 -1.8282
H 4.4640 4.5195 -0.4672
H 4.5953 2.6202 1.1216
H 2.7100 1.0641 1.3591
H -1.5686 -1.3459 -1.1387
H -1.5525 -2.4942 -3.3203
H 0.1868 -1.9521 -5.0045
H 1.8920 -0.2327 -4.4816
H 1.8412 0.9502 -2.3350
*
```

Atom charges from the Löwdin analysis, given in e for atoms 1 to 5:
1. Mg 0.40
2. S -0.35
3. Sb 0.23
4. S 0.42
5. S -0.09

=====

(5)
The following is a DFT calculation (wB97M-V/def2-TZVPD) of a cluster of 2 separate species, C4H9N2 in total at a distorted geometry.

Values from the calculation:
Orbital gap (spin up / spin down) = 8.6 / 8.6 eV
ΔE to the lowest compared entry with this formula, charge and spin = 141.77 kcal/mol
HOMO (spin up / spin down) = -13.180 / -13.181 eV
Energy = -7261.9939 eV

The geometry in ORCA input format:
```
! RIJCOSX wB97M-V def2-TZVPD def2/J DEFGRID3
* xyz 1 1
C -0.6224 -0.2476 0.6409
C -0.3879 -2.6239 0.0206
C -0.0938 2.1700 0.6750
C 1.0184 0.5906 -0.8029
N -0.7858 -3.4399 -0.8006
N 0.0179 0.7351 0.2669
H 0.0173 -2.7229 0.9327
H -1.4624 -0.4152 1.3891
H 0.7409 2.4990 1.3343
H -1.0941 2.2072 1.2874
H 0.0878 2.7189 -0.2646
H 1.1509 1.6303 -1.2235
H 0.7329 -0.2233 -1.3539
H 2.0587 0.4722 -0.3845
H -1.3786 -3.3506 -1.7169
*
```

Atom charges from the Löwdin analysis, given in e for atoms 1 to 5:
1. C 0.09
2. C 0.06
3. C 0.01
4. C -0.01
5. N 0.17